[1]
C35H44FN3O3PdSeSi2 | ωB97M-V with the def2-TZVPD basis set

Results
Charge: -2
Energy above the lowest of the compared OMol25 structures with the same formula, charge and spin in kJ/mol: 154.3
Spin multiplicity: 1
Frontier orbital gap in eV: 3.6

```
90
Properties=species:S:1:pos:R:3:mulliken_charge:R:1
Pd 0.017 0.462 0.581 1.058
Se 1.001 2.570 1.289 -0.381
Si -1.990 0.277 2.708 0.001
Si 3.475 -1.099 0.499 -0.157
F -1.239 -6.256 1.619 -0.390
O -0.352 -1.625 0.220 -0.420
O -0.832 0.347 -3.601 -0.848
O -0.179 0.758 -1.515 -0.530
N -1.810 -3.486 -3.087 0.100
N -0.302 0.096 2.535 0.976
N 2.213 -0.649 1.481 0.751
C -0.546 5.629 -1.242 -0.819
C 0.525 -0.527 4.740 -0.720
C 5.147 -0.238 0.826 -1.130
C -1.155 -3.550 -0.787 0.708
C 1.534 6.343 -0.377 -1.032
C 1.981 -0.797 2.795 0.444
C -2.175 -4.157 -4.335 -0.266
C -1.615 3.471 -0.667 -0.746
C 0.429 6.611 -1.174 0.663
C 2.928 -1.321 3.708 -0.602
C -1.453 -2.178 -3.123 -0.428
C 3.875 -2.970 0.511 -1.122
C 0.669 4.143 0.229 0.227
C -0.455 4.420 -0.557 1.029
C -2.574 -6.273 -3.050 -1.293
C -0.630 0.015 -2.424 -0.145
C 0.705 -0.397 3.363 0.543
C 0.291 7.905 -1.931 -1.467
C 1.672 5.144 0.315 0.700
C 2.914 4.960 1.143 -1.634
C -2.993 -1.054 1.792 -0.928
C -0.927 -4.642 -5.065 -1.416
C 3.053 -0.700 -1.297 -0.885
C -3.169 -5.272 -4.031 -1.081
C -0.999 -4.235 0.424 -1.124
C -2.680 0.200 4.484 -1.425
C -2.667 1.924 2.084 -0.890
C -0.970 -1.448 -2.087 -0.151
C -1.662 -4.207 -1.911 -0.582
C 1.487 -1.066 5.600 -0.812
C -1.870 -6.220 -0.635 -0.817
C -1.360 -5.552 0.470 -0.001
C -0.790 -2.113 -0.821 1.111
C 2.700 -1.467 5.070 -0.864
C -2.025 -5.566 -1.839 1.339
H -0.342 -5.317 -4.438 0.349
H -3.693 2.050 2.448 0.428
H -0.567 8.488 -1.584 0.293
H -2.397 3.741 0.053 0.356
H 3.935 -0.741 -1.944 0.415
H 5.940 -0.618 0.173 0.330
H -1.779 -6.845 -3.539 0.357
H -2.963 -0.894 0.712 0.173
H 5.037 0.835 0.647 0.235
H 0.153 7.734 -3.002 0.322
H 3.575 5.823 1.029 0.349
H -1.429 5.796 -1.856 0.326
H -2.053 2.753 2.442 0.315
H 2.678 4.839 2.203 0.321
H -1.559 -1.665 -4.073 0.582
H 1.182 8.525 -1.807 0.330
H -2.672 -3.400 -4.944 0.527
H -4.071 -4.828 -3.603 0.352
H -0.289 -3.796 -5.320 0.393
H -2.676 1.979 0.994 -0.044
H 2.983 -3.529 0.214 0.220
H 3.479 -1.884 5.703 0.316
H -2.610 -2.056 1.999 0.103
H -2.558 -0.772 4.965 0.362
H -1.196 -5.166 -5.985 0.393
H -1.320 2.440 -0.482 -0.480
H 3.452 4.054 0.857 0.240
H -2.215 0.955 5.121 0.365
H -3.329 -6.998 -2.740 0.442
H -3.453 -5.763 -4.965 0.449
H 2.308 -1.399 -1.690 0.085
H 4.153 -3.306 1.514 0.301
H -4.042 -1.014 2.110 0.450
H -2.048 3.512 -1.668 0.406
H -0.597 -3.703 1.277 0.727
H -0.404 -0.196 5.177 0.156
H 2.614 0.299 -1.360 0.129
H 3.890 -1.628 3.306 0.119
H 2.326 7.083 -0.295 0.170
H 4.688 -3.229 -0.176 0.349
H 5.462 -0.366 1.865 0.314
H -2.151 -7.262 -0.529 0.477
H 1.274 -1.147 6.661 0.336
H -3.752 0.420 4.426 0.323
```

***

[2]
C5H12NO2 | ωB97M-V with the def2-TZVPD basis set

Results
Charge: -1
Energy above the lowest of the compared OMol25 structures with the same formula, charge and spin in kJ/mol: 559.1
Spin multiplicity: 1
Frontier orbital gap in eV: 6.9

```
20
Properties=species:S:1:pos:R:3:mulliken_charge:R:1
O -0.105 -1.791 -0.873 -0.641
O -2.850 0.873 0.571 -1.017
N 1.849 -0.153 0.061 -0.716
C 2.308 -0.649 1.394 -0.948
C 0.174 1.511 0.826 -0.539
C -1.037 0.222 -1.803 -1.263
C 0.635 0.318 0.115 0.415
C -0.461 -0.441 -0.553 0.463
H -1.307 -0.605 0.129 0.215
H -1.541 -0.499 -2.431 0.339
H 3.335 -0.943 1.244 0.340
H 0.930 2.251 0.994 0.339
H -1.761 0.979 -1.492 0.309
H 2.335 0.188 2.103 0.338
H -0.838 1.786 0.518 0.172
H 0.842 -1.791 -1.093 0.385
H 0.144 0.545 1.450 0.180
H -0.238 0.710 -2.376 0.307
H -3.732 1.095 0.884 0.084
H 1.779 -1.550 1.695 0.239
```

***

[3]
C18H11BBrN2O7Pt | ωB97M-V with the def2-TZVPD basis set

Results
⟨S²⟩: 2.02
Charge: -1
Spin multiplicity: 3
Frontier orbital gap (spin up / spin down) in eV: 4.6 / 7.6

```
41
Properties=species:S:1:pos:R:3:mulliken_spin:R:1
Pt -0.074 -0.179 0.325 0.699
Br 1.033 -2.010 2.926 0.010
O 4.083 1.315 -0.200 0.011
O 2.313 -0.032 0.165 0.091
O -2.032 -2.476 0.983 0.000
O -2.703 -1.134 -0.747 0.005
O -2.605 3.142 0.620 0.011
O -1.706 1.097 0.751 0.047
O 1.723 5.849 -0.371 -0.001
N 0.637 -2.046 0.160 0.274
N 0.646 1.932 0.146 0.104
C -4.822 -2.322 -1.213 0.000
C 1.024 -2.833 1.221 0.215
C 1.336 4.559 -0.191 -0.007
C 1.920 2.256 -0.055 0.003
C -5.595 -3.403 -0.787 0.000
C 1.441 -4.744 -0.183 0.489
C 2.309 3.569 -0.233 0.010
C 0.008 4.214 0.044 0.006
C 1.097 -3.929 -1.282 -0.118
C -3.641 -2.107 -0.540 0.019
C -5.187 -4.218 0.262 0.001
C 2.890 1.076 -0.037 -0.002
C -1.669 2.366 0.542 0.014
C -3.235 -2.920 0.508 -0.014
C 0.717 -2.637 -1.104 0.239
C -0.283 2.876 0.210 0.001
C -3.988 -3.989 0.936 0.001
C 1.420 -4.122 1.093 -0.103
B -1.704 -1.369 0.204 -0.062
H 0.470 -1.984 -1.928 0.018
H -3.652 -4.614 1.752 0.000
H 3.355 3.788 -0.391 0.000
H -5.814 -5.047 0.563 0.000
H 0.949 6.421 -0.309 0.000
H -6.533 -3.611 -1.286 0.000
H -5.127 -1.678 -2.025 0.000
H 1.732 -5.776 -0.299 0.055
H -0.795 4.936 0.111 0.001
H 1.731 -4.655 1.980 -0.010
H 1.136 -4.309 -2.295 -0.008
```

***

[4]
C14H18N3Ru | ωB97M-V with the def2-TZVPD basis set

Results
Charge: +3
Spin multiplicity: 1
Frontier orbital gap (spin up / spin down) in eV: 5.2 / 5.2

```
36
Properties=species:S:1:pos:R:3:mulliken_charge:R:1
Ru 0.283 0.473 -0.238 -0.248
N -0.105 2.679 -0.031 -0.488
N 0.199 -0.938 1.239 -0.278
N 1.784 0.599 -1.910 -0.475
C -1.712 -1.656 0.112 0.317
C -2.852 -2.401 -0.210 -0.576
C 1.130 -0.947 2.184 0.200
C 1.116 -1.887 3.211 -0.788
C 2.165 2.921 -1.057 -0.667
C -2.065 -0.211 -1.841 -0.324
C -0.812 -1.848 1.229 1.273
C -3.578 -2.044 -1.334 -0.561
C 2.731 1.510 -1.255 -0.430
C -1.343 -0.565 -0.724 1.203
C 1.284 3.104 0.184 -0.431
C -3.196 -0.967 -2.144 -0.792
C 0.090 -2.831 3.225 -0.426
C -0.880 -2.818 2.235 -0.559
H 1.912 -0.179 2.121 0.393
H 3.648 1.587 -1.857 0.465
H 1.688 2.546 1.052 0.339
H -3.164 -3.236 0.401 0.484
H 2.238 -0.302 -2.115 0.283
H 1.608 3.222 -1.951 0.315
H -0.523 3.161 -0.835 0.288
H 1.883 -1.880 3.975 0.467
H -3.785 -0.712 -3.017 0.453
H 3.008 3.610 -0.973 0.358
H 1.307 4.165 0.471 0.466
H -1.679 -3.546 2.236 0.454
H -0.682 2.913 0.789 0.281
H 1.459 0.979 -2.806 0.288
H -1.782 0.625 -2.483 0.426
H -4.465 -2.609 -1.602 0.464
H 0.050 -3.578 4.010 0.488
H 3.038 1.059 -0.291 0.337
```

***

[5]
C45H31Cl5NOP2SSr | ωB97M-V with the def2-TZVPD basis set

Results
Charge: +1
Energy above the lowest of the compared OMol25 structures with the same formula, charge and spin in kJ/mol: 64.8
Spin multiplicity: 1
Frontier orbital gap in eV: 8.5

```
87
Properties=species:S:1:pos:R:3:mulliken_charge:R:1
Sr -0.379 -0.032 -1.515 1.518
Cl -6.685 -2.867 -0.741 -0.184
Cl -4.725 -2.695 1.676 -0.188
Cl -5.927 -1.526 -3.444 -0.185
Cl -1.902 -1.391 1.268 -0.282
Cl -3.181 -0.080 -3.714 -0.217
S -0.438 -1.218 -6.238 -0.072
P 1.226 -1.857 0.099 1.147
P -0.280 2.305 0.268 1.123
O 0.920 0.333 1.809 0.977
N 0.052 -0.215 -3.946 -0.162
C -4.826 -1.483 -2.123 -0.442
C 1.314 -1.977 1.915 0.665
C -3.044 2.279 3.292 -0.818
C 2.456 4.037 2.817 -0.923
C 2.500 1.650 3.131 -0.719
C -1.420 6.006 -1.106 -0.757
C -5.169 -2.078 -0.911 0.709
C -3.005 2.002 0.537 -0.502
C -4.219 2.039 2.601 -0.711
C 1.127 -1.959 4.681 -0.857
C -0.291 6.393 -1.809 -0.612
C 4.847 -0.746 -1.388 -0.700
C 1.066 -0.784 2.599 -0.652
C -0.365 3.923 -0.561 0.403
C -1.841 2.371 2.613 -0.361
C 2.977 2.914 3.438 -0.861
C 2.998 -1.902 -0.361 0.418
C 0.756 4.301 -1.301 -0.209
C -0.437 -5.811 -1.522 -0.659
C 3.839 -2.971 -0.064 -0.170
C 0.798 5.540 -1.910 -0.735
C 1.544 -3.143 2.634 -0.288
C 5.680 -1.811 -1.084 -0.591
C 0.922 -3.851 -1.736 -1.329
C -4.201 1.899 1.221 -0.719
C 1.461 -3.128 4.016 -0.972
C 1.472 3.906 1.852 -0.491
C -3.579 -0.875 -2.238 1.134
C 3.512 -0.793 -1.024 -0.209
C -1.459 4.775 -0.476 -0.327
C 1.479 1.520 2.202 -0.274
C -4.272 -2.032 0.155 -0.434
C 0.982 2.646 1.536 -0.276
C -3.027 -1.441 -0.033 2.024
C 5.176 -2.920 -0.421 -0.724
C -0.236 -4.288 0.327 -0.282
C -0.156 0.832 -4.785 -1.080
C -2.633 -0.849 -1.225 -2.733
C -0.069 -1.345 -4.572 -0.227
C -1.818 2.236 1.231 0.900
C 0.938 -0.780 3.980 -0.476
C -0.430 0.488 -6.070 -0.101
C 0.630 -3.493 -0.420 1.037
C 0.386 -4.997 -2.288 -0.798
C -0.739 -5.457 -0.218 -0.904
H 1.678 5.844 -2.455 0.462
H 5.828 -3.748 -0.185 0.449
H 3.449 -3.847 0.433 0.285
H -5.116 1.718 0.678 0.513
H 0.605 -5.257 -3.314 0.495
H -0.928 2.569 3.155 0.472
H 6.720 -1.779 -1.372 0.404
H 1.591 -3.220 -2.314 0.709
H 1.009 -1.964 5.754 0.447
H -0.105 1.838 -4.404 0.462
H -2.337 4.481 0.083 0.396
H -0.624 1.127 -6.906 0.471
H -3.063 2.404 4.364 0.431
H 5.234 0.117 -1.908 0.445
H 1.088 4.779 1.344 0.524
H -2.993 1.917 -0.546 0.445
H -2.268 6.669 -1.036 0.452
H 3.751 3.017 4.182 0.431
H -1.381 -6.093 0.376 0.473
H -5.153 1.967 3.136 0.428
H 2.808 5.020 3.089 0.466
H 1.642 -4.033 4.573 0.457
H 2.854 0.042 -1.256 0.328
H 1.602 3.623 -1.368 0.439
H 2.914 0.778 3.614 0.613
H 0.043 -2.301 -4.095 0.306
H -0.253 7.366 -2.271 0.413
H -0.521 -3.998 1.328 0.487
H -0.850 -6.710 -1.951 0.441
H 1.785 -4.058 2.114 0.423
H 0.687 0.131 4.504 0.587
```

***

[6]
C5H14 | ωB97M-V with the def2-TZVPD basis set

Results
Structure (SMILES): CCC.CC
Charge: 0
Energy above the lowest of the compared OMol25 structures with the same formula, charge and spin in kJ/mol: 45.6
Spin multiplicity: 1
Frontier orbital gap in eV: 12.5

```
19
Properties=species:S:1:pos:R:3:mulliken_charge:R:1
C -0.237 -1.273 -2.042 -1.044
C 1.248 0.966 2.170 -0.730
C -0.920 0.059 -2.378 -0.193
C 1.011 -0.463 2.635 -0.854
C -1.270 0.776 -1.072 -0.969
H 1.893 -1.051 2.899 0.307
H 1.821 1.028 1.238 0.229
H -1.826 0.008 -2.992 0.280
H -1.951 0.183 -0.455 0.316
H -0.932 -1.930 -1.519 0.295
H -0.229 0.615 -3.001 0.257
H 0.392 -1.058 1.958 0.255
H -0.386 0.937 -0.475 0.116
H 0.429 -0.398 3.565 0.277
H 0.217 1.248 1.941 0.184
H -1.867 1.699 -1.073 0.364
H 0.597 -1.021 -1.384 0.244
H 1.858 1.577 2.833 0.339
H 0.152 -1.902 -2.847 0.327
```

***

| no. | total energy (eV) |
| --- | --- |
| 1 | -134926.4836 |
| 2 | -10961.1951 |
| 3 | -110126.0676 |
| 4 | -21830.1580 |
| 5 | -143562.8954 |
| 6 | -5411.5774 |